{
  "formula": "C7H14O2S",
  "method": "the ωB97M-V functional and the def2-TZVPD basis",
  "smiles": "C1CCSCC1.CC(=O)O",
  "relative_energy_kj_mol": 0.0,
  "gap_ev": 9.618,
  "spin_multiplicity": 1,
  "lumo_ev": 0.85,
  "fmax_ev_per_a": 1.1,
  "e_homo_ev": -8.7716,
  "total_energy_ev": -22417.3477,
  "species": ["S", "C", "C", "C", "C", "C", "H", "H", "H", "H", "H", "H", "H", "H", "H", "H", "O", "O", "C", "C", "H", "H", "H", "H"],
  "coordinates": [[-1.5937, -0.9848, -0.1363], [-0.8851, -0.4917, 1.4572], [-1.3480, 0.5933, -0.9928], [-1.5583, 0.7475, 2.0386], [-1.9922, 1.7645, -0.2580], [-1.3947, 1.9713, 1.1352], [-1.0087, -1.3665, 2.1241], [0.2005, -0.3175, 1.3283], [-1.7879, 0.4598, -1.9998], [-0.2621, 0.7669, -1.1202], [-2.6345, 0.5349, 2.1866], [-1.1177, 0.9607, 3.0316], [-1.8528, 2.6837, -0.8590], [-3.0803, 1.5798, -0.1730], [-0.3155, 2.1943, 1.0301], [-1.8743, 2.8468, 1.6135], [2.1618, -0.3331, -0.5572], [1.4241, -2.3312, -1.2984], [2.3921, -1.4044, -1.0724], [3.7297, -1.8948, -1.5402], [0.5823, -1.9209, -0.9592], [4.5034, -1.1320, -1.3499], [3.7039, -2.1074, -2.6222], [4.0081, -2.8190, -1.0065]],
  "forces_ev_per_a": [[0.221, 0.087, -0.003], [0.380, -0.328, 0.368], [0.201, 0.093, -0.581], [-0.203, -0.016, 0.255], [-0.272, 0.145, -0.110], [0.062, 0.280, 0.113], [0.052, 0.428, -0.309], [-0.439, -0.074, -0.002], [0.202, 0.076, 0.484], [-0.424, -0.112, 0.083], [0.408, 0.102, -0.010], [-0.202, -0.106, -0.384], [-0.087, -0.376, 0.225], [0.401, 0.117, -0.046], [-0.375, -0.009, 0.067], [0.278, -0.351, -0.208], [0.119, -0.448, -0.220], [-0.183, 1.023, 0.485], [-0.482, -0.224, -0.008], [0.749, 0.151, -0.075], [0.352, -0.445, -0.263], [-0.453, -0.320, -0.056], [-0.083, -0.009, 0.469], [-0.223, 0.318, -0.275]]
}